Record 1
The following is a DFT calculation (ωB97M-V/def2-TZVPD) of a structure of composition C10H19ClSi in a non-equilibrium geometry.

Each line ends with the Mulliken charge.
Element x y z (Å)
H  -2.159  -1.758  -0.024  0.245
H  -3.231  0.120  -1.251  0.346
H  -2.927  0.223  1.271  0.301
H  -2.437  1.741  2.028  0.392
C  -2.225  1.058  1.201  -0.987
Si  1.613  -0.473  0.040  0.098
C  2.537  1.040  -0.669  -1.083
C  2.121  -2.035  -0.926  -1.066
C  -0.787  0.560  1.319  -0.781
H  2.482  1.062  -1.753  0.314
H  3.587  1.016  -0.391  0.359
H  -0.693  -0.128  2.163  0.329
H  2.013  0.164  2.449  0.336
H  3.204  -2.104  -0.957  0.356
H  -3.373  2.273  -0.173  0.390
H  -2.318  1.266  -2.226  0.383
C  -1.301  -1.541  -0.629  -1.416
H  -1.624  2.513  -0.258  0.318
Cl  -0.180  -0.114  -2.687  -0.230
H  3.202  -0.995  1.900  0.338
C  -0.238  -0.071  0.072  0.352
H  -0.141  1.416  1.534  0.396
H  1.750  -2.943  -0.458  0.323
C  -2.409  1.764  -0.134  -0.619
C  -2.334  0.744  -1.269  -1.185
H  1.594  -1.533  2.333  0.347
H  1.768  -2.015  -1.951  0.348
C  -1.105  -0.156  -1.154  1.553
C  2.150  -0.732  1.854  -1.171
H  2.122  1.975  -0.302  0.364
H  -0.663  -2.335  -0.951  0.351

Computed properties:
HOMO (eV): -8.44
LUMO energy (hartree): 0.0311
E (eV): -31078.1248
Multiplicity: 1


Record 2
The following is a DFT calculation (ωB97M-V/def2-TZVPD) of the molecule C4H9N5 in a non-equilibrium geometry.

Each line ends with the Mulliken charge.
Element x y z (Å)
H  0.580  -0.191  2.223  0.269
H  -1.047  1.661  -0.609  0.382
N  2.516  1.089  -0.114  0.097
H  0.461  -2.156  -0.182  0.370
H  0.634  1.977  -0.314  0.459
H  -0.007  1.030  -1.744  0.290
C  0.013  -1.258  -0.620  -1.100
C  -0.078  1.280  -0.626  -0.947
H  0.312  -1.300  -1.731  0.333
C  -0.093  -0.206  1.417  -0.902
H  -1.134  -1.294  -0.600  0.441
N  0.446  -0.030  0.047  0.563
H  -0.724  -1.077  1.393  0.397
C  2.038  -0.093  0.182  -0.701
N  3.924  1.001  0.060  -0.810
H  -0.809  0.549  1.562  0.373
N  4.327  -0.117  -0.139  0.898
N  4.719  -1.135  -0.358  -0.415

Computed properties:
HOMO (eV): -8.27
LUMO energy (hartree): 0.0213
E (eV): -11737.5653
Multiplicity: 1
Energy above the lowest of the compared OMol25 structures with the same formula, charge and spin (kcal/mol): 163.0


Record 3
The following is a DFT calculation (ωB97M-V/def2-TZVPD) of a structure of composition C19H14N4O8Tc.

Each line ends with the Mulliken charge.
Element x y z (Å)
C  -2.293  2.962  -2.828  -0.436
O  -1.166  -0.304  1.756  -0.574
O  1.609  -0.403  1.565  -0.469
N  -2.237  -1.387  -0.428  -0.281
C  -2.251  1.606  -0.871  -0.506
C  1.132  1.529  -2.163  0.830
H  -2.810  3.617  -3.515  0.437
H  3.262  0.337  0.021  0.684
C  -0.959  2.654  -3.035  -1.056
O  3.257  -1.867  1.891  -0.645
N  -0.973  1.289  -1.088  0.782
C  2.928  0.760  -0.916  -0.294
C  -0.320  1.819  -2.130  0.613
C  3.333  1.692  -3.070  -0.408
H  -0.421  3.076  -3.869  0.384
H  -2.220  -1.858  0.471  0.183
O  0.128  1.944  1.324  -0.817
C  3.822  1.133  -1.904  -1.026
C  -1.641  -2.200  -1.475  -0.705
C  -0.713  2.777  3.536  -0.175
H  1.566  2.366  -4.086  0.426
H  1.735  -3.293  0.204  0.542
H  4.879  0.981  -1.747  0.451
O  -2.702  -0.172  4.397  -0.576
H  -3.977  2.686  -1.507  0.424
O  -1.999  2.455  5.597  -0.530
C  1.807  -2.221  0.019  -0.503
C  -0.530  1.809  2.449  1.092
H  -2.149  -3.147  -1.676  0.387
N  1.610  0.921  -1.059  0.739
H  2.578  -2.101  -0.753  0.305
C  -1.630  2.039  4.540  0.500
C  -2.946  2.444  -1.720  -1.086
H  4.004  1.978  -3.868  0.433
C  2.297  -1.507  1.264  0.321
C  -0.211  -2.570  -1.143  0.426
H  -1.635  -1.625  -2.407  0.252
Tc  0.182  0.173  0.340  0.242
H  -3.204  -1.181  -0.646  0.243
O  0.219  -3.657  -1.497  -0.668
N  0.529  -1.675  -0.418  0.269
C  1.969  1.905  -3.198  -1.035
C  -1.952  0.650  3.938  -0.165
H  -2.702  1.160  0.004  0.678
O  -0.315  3.909  3.629  -0.576
C  -1.209  0.634  2.674  0.891

Computed properties:
HOMO (spin up / spin down) (eV): -8.19 / -8.44
LUMO energy (spin up / spin down) (hartree): -0.0652 / -0.0803
E (eV): -44470.0369
Multiplicity: 4
Energy above the lowest of the compared OMol25 structures with the same formula, charge and spin (kcal/mol): 2.1


Record 4
The following is a DFT calculation (ωB97M-V/def2-TZVPD) of a cluster of 2 separate species, C2H6N2O2 in total in a non-equilibrium geometry.

Each line ends with the Mulliken charge.
Element x y z (Å)
O  -0.237  -0.924  -0.751  -0.653
C  -0.690  0.025  0.917  0.226
H  -2.712  -0.262  1.027  0.228
H  2.708  0.271  -0.996  0.230
H  0.517  0.849  -1.576  0.308
N  -1.982  0.432  0.968  -0.344
O  0.235  0.917  0.719  -0.654
H  -2.208  1.283  0.474  0.246
N  1.986  -0.432  -0.949  -0.345
H  2.202  -1.250  -0.398  0.246
C  0.689  -0.034  -0.950  0.212
H  -0.506  -0.875  1.514  0.300

Computed properties:
HOMO (eV): -9.23
LUMO energy (hartree): 0.0393
SMILES: NC=O.NC=O
E (eV): -9245.2804
Multiplicity: 1
Energy above the lowest of the compared OMol25 structures with the same formula, charge and spin (kcal/mol): 47.0